Record 1
The following is a DFT calculation (ωB97M-V/def2-TZVPD) of a structure of composition C10H20ClIInN2OPSe in a non-equilibrium geometry.

Atoms and positions in Å:
C -0.14507 -2.11282 -5.28739
I -0.59319 -1.22262 -3.37228
H 0.92803 -2.30813 -5.34107
H -0.44868 -1.41484 -6.07353
H -0.71033 -3.04432 -5.36977
In 0.34626 0.02642 -0.02233
P -0.47074 -2.13834 1.03149
C -2.19026 -2.62674 1.02600
C 0.46062 -3.48370 0.27467
H 1.10181 -1.85962 2.86848
H -0.11980 -3.15758 3.14251
H -0.56263 -1.41593 3.34737
C 0.04064 -2.13240 2.77202
H 1.53436 -3.24733 0.27405
H 0.25779 -4.37926 0.88155
H -2.24639 -3.59354 1.54471
H -2.54329 -2.72750 -0.00547
H 0.11595 -3.62049 -0.75933
H -2.79230 -1.87865 1.55482
C -2.11423 0.17305 -0.88617
O -3.21761 0.46633 -0.97384
Cl 2.72718 -0.28964 0.25593
C 2.86652 2.81937 2.08825
N 1.85452 3.47691 1.28011
C 2.04949 4.60126 0.50111
C 0.87332 4.91833 -0.08251
N -0.06377 3.97826 0.34625
C -1.46231 3.94547 -0.04118
C 0.55535 3.07180 1.16857
Se -0.23988 1.61992 2.03025
H 3.66379 2.42966 1.44527
H 2.41275 1.97906 2.61868
H 3.28407 3.51966 2.82346
H 3.01475 5.07492 0.41488
H 0.61634 5.69672 -0.76398
H -1.97083 4.87675 0.24485
H -1.55836 3.80062 -1.12510
H -1.95657 3.11041 0.46691

The HOMO energy is -0.5613 Eh. The charge is +2. Its energy is -116140.478 eV. The value obtained for the orbital gap is 6.7 eV. The energy above the lowest of the compared OMol25 structures with the same formula, charge and spin comes out at 0.4 kcal/mol.

These are the Mulliken partial charges, in e, on atoms 1 to 8: atom 1 (C): -0.762, atom 2 (I): 0.121, atom 3 (H): 0.284, atom 4 (H): 0.282, atom 5 (H): 0.282, atom 6 (In): 1.029, atom 7 (P): 0.669, atom 8 (C): -1.157

***

Record 2
The following is a DFT calculation (ωB97M-V/def2-TZVPD) of an isolated molecule of CH2OS2 in a non-equilibrium geometry.

Atoms and positions in Å:
O -0.40184 -1.94330 -0.52446
C -0.12021 -0.80914 -0.12337
S 1.38248 -0.40195 0.22803
S -1.38216 0.55628 -0.23325
H 1.41081 0.98177 0.45424
H -0.88907 1.61634 0.19882

The HOMO energy is -0.3732 Eh. Its energy is -24786.244 eV. The value obtained for the orbital gap is 10.3 eV. Its SMILES is O=C(S)S. The energy above the lowest of the compared OMol25 structures with the same formula, charge and spin comes out at 23.8 kcal/mol.

The computed Mulliken charges, all in e, follow: atom 1 (O): -0.497, atom 2 (C): 0.669, atom 3 (S): -0.213, atom 4 (S): -0.179, atom 5 (H): 0.137, atom 6 (H): 0.084

***

Record 3
The following is a DFT calculation (ωB97M-V/def2-TZVPD) of a cluster of 2 separate species, C3H9OPS in total in a non-equilibrium geometry.

Atoms and positions in Å:
C 2.34925 -0.77845 -1.29917
C 0.31879 1.38189 0.23413
C 0.66736 0.15902 1.06871
O 1.22559 -2.51624 0.50708
P 1.42633 -1.11945 0.04148
S -3.31064 -1.04234 0.20818
H 2.64860 -1.40943 -2.07967
H 2.67284 0.19915 -1.58581
H -0.10354 1.02079 -0.78955
H -0.47639 1.92150 0.84210
H 1.01594 2.07864 -0.02229
H -0.30951 -0.14853 1.47429
H 1.33511 0.53052 2.00219
H -3.03038 0.24720 0.15497
H -2.38626 -1.20558 1.13533

The HOMO energy is -0.3291 Eh. Its energy is -25426.798 eV. The value obtained for the orbital gap is 9.4 eV. The energy above the lowest of the compared OMol25 structures with the same formula, charge and spin comes out at 75.7 kcal/mol.

These are the Mulliken partial charges, in e, on atoms 1 to 8: atom 1 (C): -0.760, atom 2 (C): -1.237, atom 3 (C): -0.126, atom 4 (O): -0.654, atom 5 (P): 0.649, atom 6 (S): -0.240, atom 7 (H): 0.318, atom 8 (H): 0.284

***

Record 4
The following is a DFT calculation (ωB97M-V/def2-TZVPD) of a cluster of 2 separate species, C4H12OS2 in total in a non-equilibrium geometry.

Atoms and positions in Å:
C 0.46735 -0.57920 -3.65357
C 0.05556 -0.40593 -2.14806
S 1.59247 -0.45467 -1.24419
S 1.17393 0.41606 0.53793
C 0.27061 0.09384 2.15683
C -0.58049 1.34300 2.46000
H 0.59138 0.41640 -4.06246
H 1.32491 -1.23378 -3.80140
H -0.29045 -1.17518 -4.14708
H -0.62100 0.43443 -2.18800
H -0.45330 -1.33348 -1.87781
H 1.10102 -0.03169 2.84215
H -0.38654 -0.76495 2.08881
H -1.56059 0.98282 2.74005
H -0.15838 2.00837 3.20680
H -0.70969 1.93593 1.55338
H -4.20616 -0.48354 2.41103
H -5.08708 0.67284 2.86834
O -4.45478 0.42046 2.18797

The HOMO energy (alpha / beta) is -0.5240 / -0.5232 Eh. The charge is +1. Its expectation value of S² is 0.756. Its energy is -28051.158 eV. The value obtained for the orbital gap (alpha / beta) is 9.2 / 6.4 eV. As for the spin multiplicity: 2. The energy above the lowest of the compared OMol25 structures with the same formula, charge and spin comes out at 33.0 kcal/mol.

These are the Mulliken partial charges, in e, on atoms 1 to 8: atom 1 (C): -1.196, atom 2 (C): -0.290, atom 3 (S): 0.158, atom 4 (S): 0.062, atom 5 (C): -0.241, atom 6 (C): -0.920, atom 7 (H): 0.329, atom 8 (H): 0.416

***

Record 5
The following is a DFT calculation (ωB97M-V/def2-TZVPD) of the ion CHN2OS with charge -1 in a non-equilibrium geometry.

Atoms and positions in Å:
N 1.62202 0.83030 -0.63511
C 0.91466 0.04375 -0.12423
N -0.09620 -0.71785 0.06711
O 0.02024 -1.96088 0.44987
S -1.45389 0.55241 0.63035
H -1.00683 1.25227 -0.38799

The HOMO energy (alpha / beta) is -0.0949 / -0.0948 Eh. The charge is -1. Its energy is -16913.432 eV. The value obtained for the orbital gap (alpha / beta) is 6.2 / 6.2 eV. Its SMILES is N#CN([O-])S. The energy above the lowest of the compared OMol25 structures with the same formula, charge and spin comes out at 57.8 kcal/mol.

The computed Mulliken charges, all in e, follow: atom 1 (N): -0.602, atom 2 (C): 0.395, atom 3 (N): 0.105, atom 4 (O): -0.703, atom 5 (S): -0.306, atom 6 (H): 0.111

***

Record 6
The following is a DFT calculation (ωB97M-V/def2-TZVPD) of a cluster of 6 separate species, H11O6 in total in a non-equilibrium geometry.

Atoms and positions in Å:
O -0.47173 -0.77708 0.82459
H -0.77462 -1.50985 1.39465
O 0.77352 -1.58474 -1.48554
H 0.94969 -2.48335 -1.20049
H 0.36312 -1.24396 -0.63962
O 1.84568 -0.21206 1.71153
H 2.20697 0.12859 0.86725
H 0.84068 -0.39464 1.56090
O -3.14919 -0.08460 -0.53961
H -2.84954 -0.95854 -0.85620
H -2.30847 0.09560 -0.05664
O -0.65812 2.50868 2.78362
H 0.07586 1.85716 2.87594
H -0.59226 2.75393 1.84095
O 1.54011 0.90849 -2.89892
H 1.39145 0.56437 -3.77018
H 0.81685 0.43199 -2.41222

The HOMO energy is -0.1838 Eh. The charge is -1. Its energy is -12465.080 eV. The value obtained for the orbital gap is 8.7 eV. The energy above the lowest of the compared OMol25 structures with the same formula, charge and spin comes out at 22.5 kcal/mol.

These are the Mulliken partial charges, in e, on atoms 1 to 8: atom 1 (O): -1.052, atom 2 (H): 0.181, atom 3 (O): -0.669, atom 4 (H): 0.231, atom 5 (H): 0.437, atom 6 (O): -0.736, atom 7 (H): 0.269, atom 8 (H): 0.383

***

Record 7
The following is a DFT calculation (ωB97M-V/def2-TZVPD) of a structure of composition C5H3F2I2O3 in a non-equilibrium geometry.

Atoms and positions in Å:
C -0.38301 2.35464 -0.57001
C -2.22484 -1.92683 2.65704
C 1.72689 -0.38684 -0.10112
C -1.28145 1.45488 -0.53707
C 0.98899 -0.09424 -1.41054
O -3.23153 -1.82831 2.09544
O 0.44704 3.17124 -0.31798
O -1.27408 -2.06581 3.25601
F -1.38274 0.62893 0.55688
F -2.25959 1.12943 -1.44553
I 2.51542 0.83812 -2.69088
I 0.50757 -2.09672 -2.25714
H 2.18522 0.57126 0.24677
H 2.64387 -0.95845 -0.13078
H 1.02223 -0.79130 0.64891

The HOMO energy (alpha / beta) is -0.1153 / -0.1371 Eh. The charge is -1. Its expectation value of S² is 2.010. Its energy is -33009.524 eV. The value obtained for the orbital gap (alpha / beta) is 5.8 / 5.7 eV. As for the spin multiplicity: 3.

These are the Mulliken partial charges, in e, on atoms 1 to 8: atom 1 (C): 0.318, atom 2 (C): 0.733, atom 3 (C): -1.053, atom 4 (C): 0.326, atom 5 (C): -0.425, atom 6 (O): -0.378, atom 7 (O): -0.516, atom 8 (O): -0.343

***

Record 8
The following is a DFT calculation (ωB97M-V/def2-TZVPD) of a cluster of 5 separate species, CH12O4 in total in a non-equilibrium geometry.

Atoms and positions in Å:
C -1.44278 1.32465 0.67686
H -2.21241 1.51501 1.42470
H -0.52993 1.22833 1.30060
H -1.42401 2.11149 -0.07191
H -1.53226 0.30400 0.25662
O 0.76066 -1.43404 1.26743
H -0.18537 -1.44817 1.44868
H 0.93326 -2.14753 0.64163
O 1.15232 0.12373 -2.14750
H 1.04293 1.07196 -2.23663
H 1.78397 0.05423 -1.40398
O -1.19923 -1.49535 -0.68314
H -2.12633 -1.63862 -0.85147
H -0.71462 -1.08529 -1.41284
O 1.90896 0.79423 0.30223
H 1.22887 0.11308 0.49629
H 2.55597 0.60829 0.99242

The HOMO energy is -0.4089 Eh. Its energy is -9421.748 eV. The value obtained for the orbital gap is 11.7 eV. Its SMILES is C.O.O.O.O. The energy above the lowest of the compared OMol25 structures with the same formula, charge and spin comes out at 13.4 kcal/mol.

These are the Mulliken partial charges, in e, on atoms 1 to 8: atom 1 (C): -0.652, atom 2 (H): 0.339, atom 3 (H): 0.184, atom 4 (H): 0.235, atom 5 (H): -0.024, atom 6 (O): -0.690, atom 7 (H): 0.305, atom 8 (H): 0.327

***

Which formula does entry 8 have?
CH12O4